(1)
88
Properties=species:S:1:pos:R:3:forces:R:3:mulliken_charge:R:1 method="wB97M-V/def2-TZVPD" charge=-1 homo_energy_ev=-3.20 homo_lumo_gap_ev=3.88 spin_multiplicity=1
Lu 1.58451 0.69879 -0.04661 -0.66 3.86 -0.05 0.63
C 1.58351 4.26811 1.82600 0.33 0.11 0.11 -0.11
N 2.95541 3.79322 1.97803 -0.21 0.30 -0.10 0.36
C 3.66604 3.86036 3.15393 -0.12 -0.13 -0.04 -0.45
C 4.89230 3.36950 2.88930 0.01 -0.14 -0.16 -0.73
N 4.93942 3.02352 1.55561 0.23 0.15 -0.18 0.16
B 6.29235 2.51945 0.95061 0.13 -0.02 -0.02 0.67
N 6.07555 1.52484 -0.23785 -0.03 0.23 0.08 0.10
C 6.74149 1.65966 -1.43558 -0.10 -0.07 0.13 -0.53
C 6.35130 0.66072 -2.25459 -0.09 -0.08 0.13 -0.53
N 5.42982 -0.08270 -1.53820 -0.18 -0.20 -0.27 0.19
C 4.72253 -1.25159 -2.02839 0.17 0.08 0.01 -0.95
C 5.25296 0.47027 -0.31523 0.09 0.04 0.10 -0.09
S 4.17054 -0.13072 0.88307 0.24 0.08 0.11 -0.48
C 3.75129 3.31165 0.98556 -0.08 -0.32 0.44 -0.01
S 3.23624 3.07948 -0.64962 0.15 -0.19 0.01 -0.42
H 0.98762 3.91225 2.66436 0.00 0.04 0.03 0.33
H 1.17597 3.81980 0.93025 -0.08 0.03 -0.13 -0.74
H 1.57767 5.35780 1.78540 -0.04 0.02 -0.01 0.30
H 3.21875 4.20906 4.06764 -0.01 0.01 -0.02 0.44
H 5.73413 3.19943 3.53565 0.01 0.02 -0.04 0.46
H 6.93127 3.45477 0.49172 -0.13 -0.14 0.09 -0.22
H 6.89296 1.96609 1.85730 -0.10 0.08 -0.16 -0.22
H 7.42929 2.46941 -1.59544 -0.01 -0.01 0.01 0.45
H 6.63348 0.40841 -3.26072 -0.02 -0.01 0.01 0.44
H 5.33170 -1.72773 -2.79462 0.00 -0.01 0.00 0.40
H 3.75135 -0.99081 -2.44452 -0.03 0.06 -0.01 0.23
H 4.56227 -1.93445 -1.19758 0.01 -0.01 0.00 0.37
O 1.21332 -0.99599 1.28740 -0.11 -0.66 0.34 -0.95
C 1.52120 -1.74773 0.32915 -0.02 -0.74 0.31 1.23
O 1.73836 -1.30772 -0.82992 0.13 -1.56 -0.65 -0.72
C 1.64241 -3.21983 0.59502 -0.01 0.09 0.02 0.22
C 2.14008 -4.06997 -0.38088 -0.06 0.40 -0.11 -0.44
C 2.25190 -5.40431 -0.08150 0.24 -0.92 -0.60 -0.28
C 1.89339 -5.94868 1.13229 -0.05 0.05 -0.03 -0.44
C 1.40071 -5.06288 2.06485 -0.47 -0.60 0.71 -0.18
C 1.26767 -3.71604 1.83696 -0.02 0.32 -0.05 -0.52
N 0.99034 -5.62008 3.40872 1.27 0.55 -0.56 1.06
O 1.20919 -6.79723 3.59663 -0.40 -0.16 0.05 -0.63
O 0.60788 -4.82546 4.23311 -0.42 -0.10 0.08 -0.60
N 2.79472 -6.34645 -1.13040 0.11 0.65 0.94 1.07
O 3.18656 -5.85204 -2.16131 -0.10 -0.10 -0.25 -0.62
O 2.85769 -7.51845 -0.83012 -0.09 -0.10 -0.23 -0.64
H 2.42990 -3.67917 -1.34705 -0.01 -0.04 0.04 0.63
H 1.99010 -7.00188 1.34040 0.00 0.00 -0.01 0.62
H 0.88984 -3.04645 2.59732 0.00 -0.02 -0.02 0.76
C -1.34080 1.07402 2.68457 0.04 -0.10 0.01 -1.26
C -1.79688 2.26169 1.89282 -0.08 0.00 0.15 0.62
C -2.97111 2.91788 2.22716 0.02 -0.01 0.01 -0.81
C -3.44516 4.01087 1.50368 0.19 -0.11 -0.06 -0.80
C -2.69236 4.42896 0.41194 0.04 0.01 -0.04 -0.87
C -1.50666 3.80318 0.04143 0.08 0.02 -0.04 1.30
C -0.74784 4.29224 -1.16728 -0.03 0.02 0.01 -1.41
C -0.99517 2.67891 0.78097 -0.03 -0.11 -0.26 0.26
N 0.12307 2.03352 0.42917 0.21 -0.61 0.11 0.17
H -2.01903 0.87350 3.51796 0.02 0.00 -0.01 0.43
H -0.32741 1.21629 3.07339 0.00 0.04 0.02 0.16
H -1.27464 0.17633 2.05898 -0.03 0.04 -0.02 0.03
H -3.53942 2.55585 3.08099 0.01 0.00 -0.01 0.31
H -4.36700 4.50843 1.77638 0.00 0.01 0.00 0.39
H -3.03662 5.27550 -0.17847 0.02 -0.02 0.00 0.31
H -1.18548 5.21830 -1.55017 0.02 -0.03 0.03 0.41
H -0.74154 3.56703 -1.99122 -0.05 0.08 0.01 0.30
H 0.30712 4.45705 -0.95644 0.11 0.06 0.10 0.14
N -5.39049 -2.24246 -1.76225 -0.23 -0.02 -0.01 0.02
C -6.76665 -2.14944 -1.86089 0.24 -0.34 0.04 0.71
C -7.77744 -3.10729 -1.87558 -0.02 0.08 -0.01 -1.05
C -9.07226 -2.63771 -1.99007 -0.03 0.10 -0.01 -0.38
C -9.34907 -1.26111 -2.08567 0.09 -0.11 0.02 -0.47
C -8.33353 -0.32537 -2.06688 -0.04 0.03 -0.01 -0.71
C -7.02121 -0.78255 -1.95221 0.06 0.47 -0.02 0.46
N -5.83204 -0.05979 -1.90660 -0.35 -0.16 -0.04 -0.65
C -4.90199 -0.96042 -1.79148 0.60 0.03 0.05 0.08
C -3.44984 -0.67302 -1.70024 -0.63 -0.17 -0.04 1.03
C -3.00888 0.63706 -1.67860 0.24 0.25 0.04 -0.65
C -1.64622 0.88226 -1.56640 -0.27 -0.21 -0.04 -0.88
N -0.73457 -0.09011 -1.48571 0.19 0.10 -0.02 -0.22
C -1.16718 -1.34727 -1.54186 -0.09 -0.10 0.01 -0.83
C -2.50631 -1.68891 -1.63659 0.24 -0.06 -0.01 -0.73
H -4.85069 -3.08119 -1.65923 -0.01 0.00 0.02 0.15
H -7.56939 -4.16682 -1.80083 0.02 0.01 0.00 0.37
H -9.89274 -3.34379 -2.00537 0.01 0.00 0.00 0.37
H -10.37709 -0.93349 -2.17243 0.01 -0.02 0.00 0.37
H -8.53618 0.73570 -2.13505 0.01 -0.02 0.00 0.43
H -3.70771 1.46148 -1.71389 -0.01 -0.04 0.00 0.58
H -1.26808 1.88559 -1.50319 0.01 -0.03 0.01 0.87
H -0.40740 -2.12054 -1.50334 -0.03 0.05 0.00 0.54
H -2.77310 -2.73849 -1.65766 0.00 0.03 -0.01 0.27

(2)
46
Properties=species:S:1:pos:R:3:forces:R:3:mulliken_charge:R:1 method="wB97M-V/def2-TZVPD" homo_energy_ev=-10.10 homo_lumo_gap_ev=10.21 spin_multiplicity=1
C 0.76783 -1.06294 -0.15766 -0.75 -0.58 -0.65 0.38
O 0.41796 -2.20256 -0.94991 -0.31 -0.46 -0.13 -0.75
C -0.29213 -0.90353 0.93730 0.14 0.56 -0.24 -0.48
C -1.53488 -0.08371 0.56080 0.16 -0.17 0.05 -0.09
C -1.26611 1.26011 -0.15920 0.34 -0.75 -0.66 -0.55
C 0.00178 1.99462 0.23845 0.08 0.19 0.28 0.29
N -0.00643 2.64635 1.41153 -0.70 0.02 0.70 -0.25
O 1.00792 1.99917 -0.48423 -0.39 0.37 0.11 -0.82
H 1.74184 -1.24586 0.28787 0.20 0.13 0.08 0.07
H 0.81443 -0.24674 -0.88141 0.12 0.19 0.64 -0.22
H 0.50047 -1.98607 -1.91742 0.54 0.07 0.21 0.54
H -0.58732 -1.91819 1.21954 -0.03 0.12 0.13 0.61
H 0.14926 -0.42785 1.80868 0.32 0.00 0.20 -0.07
H -2.11951 0.09589 1.46385 -0.01 -0.06 -0.09 0.30
H -2.14325 -0.68806 -0.11003 -0.20 0.06 -0.05 -0.04
H -1.14383 1.00401 -1.22105 0.03 0.34 0.18 0.16
H -2.14512 1.89447 -0.08069 0.05 0.19 0.14 0.50
H -0.71333 2.46220 2.11428 -0.29 -0.15 -0.38 0.16
H 0.71135 3.26129 1.75432 0.49 -0.26 -0.51 0.27
H 1.48833 -0.65921 -3.16013 0.01 0.44 -0.16 0.47
H 0.07131 -1.05030 -3.69143 0.14 0.19 -0.03 0.39
O 0.93490 -1.41301 -3.42154 -0.56 -0.71 -0.08 -0.82
H -1.08976 1.43291 4.09096 0.04 0.55 0.05 0.32
H -2.12987 0.47953 3.63905 -0.30 0.43 -0.23 0.33
O -1.91550 1.42623 3.58202 0.38 -0.79 0.31 -0.64
H 2.90636 0.62452 -2.03541 0.13 -0.14 -0.37 0.38
H 1.62003 1.34225 -2.08896 -0.02 -0.20 -0.57 0.43
O 2.20089 0.80772 -2.67914 0.22 0.58 0.97 -0.76
H 3.76380 2.08386 -0.22454 -0.11 0.29 -0.04 0.33
H 2.54350 1.24366 0.20394 0.34 0.39 -0.46 0.33
O 3.51820 1.22399 0.11737 -0.08 -0.63 0.51 -0.75
H 1.92141 1.91554 4.34462 0.04 0.28 0.07 0.31
H 1.06005 0.75886 4.07171 0.02 -0.05 -0.17 0.33
O 0.99762 1.65922 4.41541 -0.12 -0.25 0.05 -0.69
H 3.14503 0.66430 2.08566 0.02 -0.23 -0.07 0.34
H 3.39196 -0.42791 3.12955 0.13 -0.15 -0.01 0.26
O 2.68973 0.06995 2.70649 0.01 0.30 0.02 -0.58
H -2.87519 -2.56556 -2.16485 -0.86 0.17 0.48 0.44
H -3.94030 -1.44288 -1.77343 0.26 -0.38 -0.04 0.30
O -3.57415 -1.94794 -2.51081 0.24 0.06 -0.38 -0.77
H -2.11967 -0.16963 -4.52496 -0.18 -0.12 -0.01 0.25
H -2.28289 -1.02085 -3.21661 -0.35 0.46 -0.44 0.42
O -1.73557 -0.33265 -3.66163 0.56 -0.07 0.29 -0.69
H -1.06978 -2.90723 -1.01346 -0.34 -0.02 0.22 0.49
H -1.71781 -4.28823 -1.00394 -0.24 -0.13 -0.07 0.29
O -1.96357 -3.35971 -1.05095 0.86 -0.06 0.15 -0.73

(3)
10
Properties=species:S:1:pos:R:3:forces:R:3:mulliken_charge:R:1 method="wB97M-V/def2-TZVPD" homo_energy_ev="-9.74 / -8.05" homo_lumo_gap_ev="9.37 / 6.48" spin_multiplicity=1
C -0.42505 -0.55400 -0.76875 0.13 -0.97 -0.30 -0.33
C -0.57429 -1.84417 -0.43335 3.31 0.15 -0.58 -0.29
C 1.71171 -1.09882 -0.94112 -1.13 1.40 -0.37 0.14
C 0.76093 2.51201 -2.45066 -1.82 -2.73 -0.15 0.32
N 0.86886 -0.16698 -1.08059 0.42 0.04 0.33 -0.18
O 0.40459 2.18936 -3.50378 0.02 0.16 -0.81 -0.29
S 1.05376 -2.58194 -0.53251 -1.08 -1.03 0.65 -0.08
Br 1.68393 3.88049 -1.78518 1.76 2.58 0.95 -0.04
H -1.35372 -0.06853 -0.92153 -0.12 1.63 -0.21 0.34
H -1.47445 -2.34037 -0.35516 -1.50 -1.22 0.48 0.42

(4)
19
Properties=species:S:1:pos:R:3:forces:R:3:mulliken_charge:R:1 method="wB97M-V/def2-TZVPD" charge=+2 homo_energy_ev="-18.28 / -16.23" homo_lumo_gap_ev="9.89 / 5.71" spin_multiplicity=7 s_squared=12.966
O 1.94140 1.99754 -0.46985 0.03 0.58 -0.19 -0.52
C 2.77178 1.00214 0.02898 2.22 -0.56 1.94 -0.12
C 2.12532 -0.33148 0.23347 -0.56 0.30 0.84 -0.25
O 1.05846 -0.53502 -0.61746 0.04 0.58 -0.53 -0.48
C 0.08274 -1.54101 -0.32659 -0.66 -0.97 0.01 -0.59
C -1.08939 -0.89362 0.37871 0.08 -0.90 0.62 -0.25
O -1.42721 0.29307 -0.35241 0.47 -0.35 -0.08 -0.30
C -2.73786 0.79365 -0.08176 -1.20 0.18 0.16 -0.66
Dy 0.23147 1.57307 -1.05701 -1.64 0.87 -1.29 1.75
H 3.57415 0.87014 -0.72775 0.22 0.31 0.94 0.28
H 2.09468 -0.88492 1.17474 0.22 0.09 -0.33 0.38
H 0.51633 -2.33856 0.28819 -0.03 0.17 -0.19 0.41
H -0.22570 -1.95216 -1.29439 0.14 0.02 0.21 0.29
H -0.84598 -0.61555 1.41510 -0.12 -0.03 -0.22 0.32
H -1.94604 -1.58046 0.38470 0.19 0.15 0.00 0.47
H -2.75105 1.85091 -0.36301 -0.14 -0.05 0.07 0.33
H -3.46830 0.24295 -0.68813 0.19 0.16 0.19 0.29
H -2.96549 0.68337 0.98699 0.08 0.15 -0.31 0.35
H 3.06068 1.36594 1.08748 0.47 -0.72 -1.84 0.30

ΔE to the lowest compared entry with this formula, charge and spin (kJ/mol)
0.0 91.4 431.8 85.6